[1]
# C54H43F4I2NO12PS

A 4-piece molecular cluster, C54H43F4I2NO12PS overall in a non-equilibrium geometry (wB97M-V/def2-TZVPD, the Open Molecules 2025 dataset).

```
118
Properties=species:S:1:pos:R:3:mulliken_charge:R:1
C 2.415 0.408 4.001 -1.5760
C 2.628 1.927 4.180 0.8431
C 1.780 2.613 5.263 -1.8966
I 1.752 1.234 6.972 0.2108
C 2.226 4.070 5.627 1.2581
C 2.986 4.081 6.986 -1.8817
N 1.021 4.859 6.006 0.7474
C -0.178 4.372 6.688 -1.9455
C -1.436 4.376 5.772 0.4784
O -1.128 4.268 4.413 -0.4240
C -2.448 3.353 6.265 0.4592
F -1.996 2.100 6.079 -0.1920
F -3.625 3.517 5.649 -0.2370
F -2.656 3.536 7.589 -0.2852
C 1.137 6.109 5.727 1.1293
C 0.204 7.225 5.947 -2.0021
C 2.427 6.362 5.011 -1.6696
I 3.641 7.856 5.983 0.3252
C 3.043 4.974 4.617 0.6553
P 2.672 4.938 2.767 0.7175
O 2.805 6.263 2.171 -0.7238
O 1.153 4.464 2.698 -0.3858
O 3.589 3.948 1.936 -0.5641
S 4.858 4.845 4.687 1.6211
O 5.261 3.527 4.345 -0.6239
O 5.315 5.889 3.844 -0.5747
F 5.345 5.135 6.125 -0.1702
H 1.379 0.108 4.121 0.4020
H 2.662 0.199 2.958 0.3315
H 3.113 -0.173 4.589 0.4795
H 2.333 2.337 3.219 -0.6216
H 3.688 2.045 4.385 0.3198
H 0.747 2.595 4.930 0.3698
H 3.423 5.068 7.133 0.5493
H 3.807 3.372 7.013 0.5239
H 2.299 3.959 7.813 0.5361
H -0.066 3.379 7.115 0.3473
H -0.430 5.026 7.516 0.5459
H -1.907 5.351 5.916 0.4264
H -1.600 3.506 4.051 0.3488
H 0.780 8.040 6.381 0.5043
H -0.611 6.998 6.622 0.4466
H -0.156 7.584 4.983 0.3508
H 2.088 6.953 4.159 1.0483
H 1.005 3.839 1.976 0.3623
H 3.818 3.114 2.372 0.4703
C 3.790 1.243 -1.566 -0.6247
C 3.609 1.266 -2.945 -0.5998
C 2.778 0.340 -3.552 -0.7284
C 2.130 -0.619 -2.785 0.6663
C 2.324 -0.653 -1.403 0.4344
C 3.150 0.285 -0.797 -0.8297
C 1.669 -1.703 -0.567 0.2500
O 1.838 -1.731 0.636 -0.6981
C 0.829 -2.726 -1.244 0.7046
C 0.268 -3.751 -0.494 -0.8254
C -0.526 -4.703 -1.110 -0.5922
C -0.768 -4.632 -2.478 -0.7337
C -0.205 -3.617 -3.232 -0.6312
C 0.603 -2.666 -2.622 0.2835
C 1.231 -1.602 -3.454 0.7163
O 1.022 -1.538 -4.647 -0.6880
H 4.436 1.972 -1.093 0.4860
H 4.119 2.008 -3.545 0.4137
H 2.634 0.356 -4.624 0.5469
H 3.292 0.260 0.275 0.6729
H 0.455 -3.802 0.570 0.5060
H -0.959 -5.504 -0.526 0.4293
H -1.392 -5.375 -2.957 0.4547
H -0.389 -3.567 -4.297 0.6057
C -1.783 -0.280 -2.088 0.1283
C -1.033 0.028 -0.957 0.7629
C -1.621 0.708 0.095 -1.4658
C -2.954 1.089 0.024 -0.1183
C -3.700 0.795 -1.119 -0.0205
C -3.111 0.102 -2.168 -1.2592
C -5.120 1.231 -1.238 0.7052
O -5.769 0.972 -2.227 -0.6615
C -5.716 2.001 -0.111 0.4482
C -7.019 2.466 -0.220 -0.6305
C -7.592 3.172 0.824 -0.4478
C -6.866 3.411 1.986 -0.6546
C -5.565 2.955 2.099 -0.5152
C -4.980 2.256 1.049 -0.0760
C -3.570 1.802 1.172 0.6868
O -2.935 2.019 2.190 -0.7093
H -1.337 -0.816 -2.912 0.3933
H 0.015 -0.252 -0.865 -0.0526
H -1.044 0.944 0.978 0.7418
H -3.695 -0.134 -3.047 0.4879
H -7.582 2.275 -1.124 0.4838
H -8.606 3.537 0.734 0.4026
H -7.319 3.958 2.803 0.4155
H -4.998 3.143 3.000 0.7001
C 2.239 -4.839 -7.269 -0.5381
C 2.068 -4.829 -8.649 -0.5358
C 1.243 -5.762 -9.255 -0.5798
C 0.593 -6.716 -8.484 0.2991
C 0.782 -6.741 -7.101 0.2040
C 1.599 -5.794 -6.497 -0.5426
C 0.130 -7.782 -6.258 0.5261
O 0.289 -7.796 -5.053 -0.6905
C -0.715 -8.806 -6.931 0.2151
C -1.287 -9.820 -6.173 -0.5362
C -2.086 -10.772 -6.783 -0.4887
C -2.324 -10.712 -8.152 -0.4721
C -1.752 -9.707 -8.913 -0.5735
C -0.939 -8.757 -8.309 0.1699
C -0.306 -7.702 -9.149 0.5385
O -0.512 -7.648 -10.343 -0.6539
H 2.876 -4.104 -6.797 0.4353
H 2.578 -4.090 -9.252 0.4088
H 1.104 -5.753 -10.327 0.4826
H 1.736 -5.806 -5.424 0.5666
H -1.103 -9.863 -5.109 0.4824
H -2.527 -11.564 -6.191 0.4014
H -2.954 -11.453 -8.625 0.4056
H -1.931 -9.659 -9.978 0.4770
```

The calculation puts the strongest force on any atom at 2.57 eV/Å. As for the net charge: +1. The HOMO energy comes out at -10.8 eV. The energy comes out at -4775.49850 Ha.



[2]
# C54H43N6O2P2Ti

C54H43N6O2P2Ti as an isolated structure (wB97M-V/def2-TZVPD, the Open Molecules 2025 dataset).

```
108
Properties=species:S:1:pos:R:3:mulliken_charge:R:1
Ti -1.954 1.371 -1.462 -1.1535
C 8.612 1.001 7.250 -0.8461
O 8.679 0.922 5.826 -0.4463
C 7.546 0.997 5.125 0.8939
C 6.274 1.146 5.685 -0.5394
C 5.169 1.211 4.859 -0.7957
C 5.302 1.132 3.473 0.3905
C 6.584 0.983 2.925 -0.4018
C 7.690 0.916 3.732 -0.8439
C 4.115 1.202 2.646 0.1619
N 2.867 1.308 3.087 -0.9076
C 2.099 1.335 1.975 1.1360
C 2.860 1.243 0.819 -0.1671
N 4.153 1.161 1.273 -0.0621
C 2.292 1.213 -0.481 1.2906
C 2.998 1.090 -1.697 -1.1923
C 2.310 1.011 -2.876 -1.4094
C 0.911 1.066 -2.855 -0.6499
N 0.216 1.219 -1.739 1.1428
C 0.887 1.289 -0.553 0.1655
C 0.089 1.397 0.636 -0.2818
N -1.267 1.453 0.476 0.7650
C -2.047 1.575 1.551 -0.3099
C -1.528 1.627 2.842 -1.1342
C -0.166 1.546 3.023 -0.8237
C 0.674 1.431 1.904 0.5969
H 9.637 0.921 7.595 0.2507
H 8.022 0.176 7.654 0.3551
H 8.191 1.957 7.564 0.3566
H 6.146 1.211 6.755 0.4379
H 4.183 1.328 5.286 0.4431
H 6.734 0.914 1.854 0.2483
H 8.684 0.801 3.324 0.4508
H 4.990 1.089 0.721 0.1911
H 4.079 1.041 -1.699 0.5209
H 2.824 0.895 -3.819 0.5489
H 0.357 1.009 -3.784 0.5845
H -3.113 1.621 1.374 0.6440
H -2.202 1.728 3.680 0.5618
H 0.279 1.576 4.009 0.6287
O -3.551 1.931 -0.983 0.7892
C -4.378 3.012 -0.906 0.2741
C -5.637 2.888 -0.348 -0.8697
C -6.469 3.993 -0.308 -0.7762
C -6.041 5.210 -0.832 -1.0835
C -4.779 5.320 -1.388 -1.2541
C -3.920 4.219 -1.430 0.9876
C -2.575 4.315 -1.995 0.2935
N -1.646 3.340 -2.132 1.3616
C -0.530 3.951 -2.702 -0.7812
C -0.786 5.259 -2.906 -0.9602
N -2.067 5.463 -2.456 -0.0481
H -5.950 1.930 0.048 0.5604
H -7.454 3.908 0.128 0.5120
H -6.693 6.072 -0.805 0.4587
H -4.477 6.277 -1.790 0.4660
H 0.379 3.427 -2.919 0.5657
H -0.180 6.045 -3.318 0.4496
H -2.543 6.352 -2.455 0.1789
C -0.849 -2.193 -2.408 -2.0884
P -2.035 -1.172 -1.498 2.2454
C -2.891 -2.159 -0.277 0.7255
C -2.807 -1.831 1.072 -0.1469
C -3.462 -2.614 2.010 -0.9270
C -4.197 -3.717 1.600 -0.7779
C -4.271 -4.054 0.253 -0.8553
C -3.618 -3.279 -0.689 -0.6320
C -3.253 -0.495 -2.677 -0.0555
C -4.638 -0.575 -2.549 -0.9225
C -5.437 0.233 -3.342 -0.8215
C -4.879 1.153 -4.232 -0.7715
C -3.504 1.249 -4.366 -0.7178
C -2.687 0.426 -3.584 -0.1063
P 0.842 -2.225 -1.590 0.9695
C 1.516 -3.718 -2.386 0.7889
C 1.232 -4.062 -3.705 -0.4978
C 1.851 -5.157 -4.293 -0.7462
C 2.762 -5.912 -3.572 -0.5593
C 3.060 -5.568 -2.259 -0.7015
C 2.444 -4.477 -1.670 -0.5515
C 0.388 -2.835 0.072 -0.0516
C -0.220 -4.072 0.297 -0.3609
C -0.515 -4.482 1.585 -0.7996
C -0.194 -3.668 2.667 -0.8320
C 0.417 -2.443 2.458 -0.3249
C 0.707 -2.030 1.161 -0.5750
H -0.740 -1.794 -3.419 0.9323
H -1.280 -3.196 -2.494 1.0608
H -2.189 -1.002 1.393 0.2269
H -3.385 -2.375 3.062 0.5552
H -4.706 -4.327 2.334 0.4702
H -4.833 -4.923 -0.059 0.5091
H -3.669 -3.552 -1.738 0.4989
H -5.076 -1.270 -1.845 0.5208
H -6.514 0.150 -3.269 0.4873
H -5.524 1.775 -4.837 0.4906
H -3.067 1.929 -5.085 0.4947
H -1.614 0.382 -3.791 0.2882
H 0.531 -3.487 -4.299 0.2840
H 1.618 -5.418 -5.316 0.4311
H 3.240 -6.767 -4.030 0.4112
H 3.771 -6.153 -1.692 0.4216
H 2.679 -4.222 -0.643 0.4061
H -0.439 -4.728 -0.539 0.4990
H -0.975 -5.447 1.752 0.5300
H -0.402 -4.004 3.674 0.4651
H 0.703 -1.824 3.300 0.5707
H 1.229 -1.093 1.001 0.6145
```

The calculation puts the strongest force on any atom at 0.52 eV/Å. As for the net charge: +3. The HOMO energy comes out at -13.4 eV. The energy comes out at -4094.12361 Ha. The energy above the lowest of the compared OMol25 structures with the same formula, charge and spin comes out at 0.0000 eV.



[3]
# C54H45AuNP3Si

C54H45AuNP3Si as an isolated structure (wB97M-V/def2-TZVPD, the Open Molecules 2025 dataset).

```
105
Properties=species:S:1:pos:R:3:mulliken_charge:R:1
Au -0.298 -0.894 -0.735 0.7583
C -0.546 -0.970 -6.032 -0.5769
C 0.079 0.236 -5.759 -0.9129
C -0.112 0.867 -4.533 -0.5340
C -0.940 0.287 -3.581 0.3022
C -1.562 -0.935 -3.857 -0.1361
C -1.368 -1.560 -5.077 -1.0272
P -1.258 0.995 -1.931 1.7291
C -2.918 1.740 -2.082 0.4436
C -3.514 1.818 -3.344 -0.6150
C -4.733 2.461 -3.504 -0.7704
C -5.373 3.033 -2.415 -0.6288
C -4.782 2.974 -1.162 -1.2216
C -3.562 2.341 -0.998 -0.7775
C -0.112 2.375 -1.697 0.2447
C -0.372 3.610 -2.279 -0.7358
C 0.578 4.620 -2.212 -0.9813
C 1.792 4.393 -1.582 -0.9777
C 2.049 3.163 -0.992 -0.2981
C 1.092 2.148 -1.016 0.5399
Si 1.448 0.604 -0.036 1.3876
C 3.057 -0.218 -0.524 0.3355
C 4.268 0.434 -0.255 -0.2156
C 5.477 -0.115 -0.649 -0.9589
C 5.503 -1.327 -1.332 -0.9230
C 4.316 -1.979 -1.620 -0.2245
C 3.098 -1.439 -1.206 -0.8056
P 1.534 -2.220 -1.668 1.4476
C 1.338 -3.852 -0.902 0.4985
C 2.403 -4.608 -0.417 -0.7349
C 2.177 -5.873 0.106 -0.6126
C 0.894 -6.401 0.134 -0.7427
C -0.173 -5.659 -0.355 -0.7471
C 0.049 -4.387 -0.862 -0.2589
C 1.749 -2.551 -3.434 0.6319
C 1.293 -3.747 -3.988 -0.6314
C 1.542 -4.028 -5.323 -0.7286
C 2.240 -3.121 -6.107 -0.7422
C 2.673 -1.919 -5.563 -0.8248
C 2.421 -1.627 -4.233 -0.4047
C 1.417 0.792 1.820 0.2010
C 2.549 0.312 2.500 -0.7007
C 2.825 0.706 3.802 -1.0674
C 1.979 1.595 4.447 -0.8233
C 0.812 2.014 3.821 -0.5241
C 0.500 1.580 2.539 0.0977
P -1.127 1.859 1.778 1.9132
C -1.755 3.338 2.633 0.4954
C -1.160 4.557 2.298 -0.5832
C -1.622 5.738 2.853 -0.6739
C -2.702 5.718 3.727 -0.5990
C -3.312 4.516 4.046 -0.7495
C -2.841 3.325 3.504 -0.6935
C -2.082 0.462 2.503 -0.0592
C -1.872 -0.042 3.788 0.0197
C -2.617 -1.114 4.261 -0.7250
C -3.587 -1.700 3.459 -0.5936
C -3.806 -1.211 2.178 -0.8141
C -3.054 -0.145 1.703 -0.1651
H -0.401 -1.451 -6.990 0.4412
H 0.717 0.696 -6.502 0.4922
H 0.384 1.808 -4.332 0.4741
H -2.233 -1.383 -3.129 0.5649
H -1.862 -2.499 -5.289 0.4476
H -3.039 1.381 -4.211 0.4226
H -5.179 2.514 -4.488 0.4626
H -6.325 3.530 -2.546 0.4131
H -5.262 3.434 -0.308 0.5173
H -3.102 2.356 -0.024 0.7459
H -1.312 3.783 -2.789 0.5840
H 0.374 5.582 -2.663 0.4817
H 2.537 5.176 -1.543 0.4411
H 3.000 3.011 -0.495 0.2472
H 4.276 1.376 0.281 0.4554
H 6.400 0.405 -0.430 0.4724
H 6.445 -1.754 -1.647 0.4806
H 4.339 -2.891 -2.205 0.6074
H 3.411 -4.216 -0.425 0.4003
H 3.009 -6.450 0.488 0.4513
H 0.725 -7.390 0.537 0.4077
H -1.174 -6.070 -0.343 0.4870
H -0.792 -3.825 -1.258 0.4559
H 0.776 -4.474 -3.376 0.4263
H 1.204 -4.965 -5.745 0.4738
H 2.449 -3.352 -7.143 0.4501
H 3.215 -1.210 -6.175 0.5033
H 2.773 -0.691 -3.815 0.4200
H 3.244 -0.357 2.011 0.5479
H 3.712 0.335 4.298 0.4472
H 2.208 1.938 5.448 0.4511
H 0.124 2.669 4.342 0.5832
H -0.328 4.579 1.601 0.3720
H -1.147 6.677 2.599 0.4421
H -3.068 6.642 4.155 0.4136
H -4.155 4.498 4.725 0.4419
H -3.321 2.392 3.770 0.4355
H -1.123 0.400 4.433 0.4426
H -2.444 -1.487 5.262 0.4693
H -4.173 -2.529 3.832 0.4167
H -4.568 -1.655 1.550 0.4545
H -3.230 0.214 0.696 0.1992
N -0.737 -2.058 1.259 -0.5119
H -0.794 -1.397 2.033 -0.0518
H 0.000 -2.729 1.455 0.3319
H -1.617 -2.566 1.262 0.3623
```

The calculation puts the strongest force on any atom at 0.41 eV/Å. As for the net charge: +2. The HOMO energy comes out at -12.7 eV. The energy comes out at -3588.37528 Ha. The energy above the lowest of the compared OMol25 structures with the same formula, charge and spin comes out at 0.4105 eV.



[4]
# C54H46GaN3O3PS2Te

C54H46GaN3O3PS2Te as an isolated structure (wB97M-V/def2-TZVPD, the Open Molecules 2025 dataset).

```
111
Properties=species:S:1:pos:R:3:mulliken_charge:R:1
Ga -0.333 -0.337 1.873 0.2497
S 0.559 -0.510 4.074 -0.5810
C 1.929 -0.721 3.077 0.6822
N 1.743 -0.635 1.780 0.8332
C 2.920 -0.755 1.061 -1.3786
C 3.057 -0.685 -0.321 -0.1703
C 4.326 -0.784 -0.862 -1.0839
C 5.447 -0.958 -0.047 -0.7473
C 5.317 -1.053 1.328 -0.5007
C 4.044 -0.951 1.871 1.1666
S 3.563 -0.988 3.553 -0.2834
H 2.178 -0.543 -0.941 0.9332
H 4.454 -0.725 -1.936 0.4842
H 6.431 -1.017 -0.494 0.4222
H 6.180 -1.198 1.966 0.4754
C 0.955 4.036 -3.527 -1.5287
C 0.444 3.030 -2.528 0.0941
C -0.301 1.933 -2.923 -0.5935
C -0.751 0.964 -2.024 -0.2389
C -1.656 -0.124 -2.509 0.2019
O -2.557 -0.569 -1.828 -0.6772
C -1.466 -0.621 -3.910 0.6673
C -2.591 -0.914 -4.674 -0.5372
C -2.454 -1.407 -5.962 -0.8012
C -1.189 -1.639 -6.486 -0.4885
C -0.062 -1.365 -5.721 -0.9914
C -0.199 -0.847 -4.443 0.2403
C -0.442 1.088 -0.656 -0.5632
O -0.802 0.101 0.166 0.1536
C 0.257 2.249 -0.235 1.1806
C 0.697 3.179 -1.168 -0.3812
C 0.472 2.440 1.225 -0.2752
N -0.515 2.494 2.051 -0.1529
C -1.853 2.842 1.555 -0.0211
C -1.987 4.329 1.180 -1.0970
Te -1.096 5.689 2.617 0.1772
C 0.369 6.411 1.267 -0.1824
C 1.717 6.379 1.611 -0.1029
C 2.673 6.881 0.738 -0.4764
C 2.290 7.424 -0.481 -0.4956
C 0.944 7.470 -0.820 -0.5369
C -0.014 6.968 0.049 -0.4038
C 1.846 2.574 1.767 1.0323
C 2.022 2.892 3.118 -0.5048
C 3.291 3.099 3.629 -1.2288
C 4.403 2.999 2.799 -0.6976
C 4.238 2.681 1.459 -1.0338
C 2.968 2.469 0.945 -0.0181
H 0.665 3.761 -4.540 0.4107
H 2.044 4.100 -3.486 0.3543
H 0.563 5.030 -3.311 0.2895
H -0.572 1.830 -3.967 0.5752
H -3.572 -0.746 -4.247 0.4487
H -3.335 -1.612 -6.559 0.4348
H -1.080 -2.030 -7.490 0.4331
H 0.926 -1.545 -6.128 0.4323
H 0.680 -0.631 -3.847 0.4709
H 1.231 4.058 -0.819 0.6349
H -2.552 2.659 2.372 0.4484
H -2.156 2.232 0.699 -0.1311
H -3.042 4.580 1.091 0.6391
H -1.498 4.535 0.229 0.1351
H 2.023 5.958 2.562 0.3537
H 3.720 6.849 1.016 0.3989
H 3.035 7.825 -1.157 0.4140
H 0.636 7.916 -1.758 0.4467
H -1.063 7.031 -0.216 0.4730
H 1.150 2.988 3.749 0.4500
H 3.415 3.350 4.675 0.5115
H 5.395 3.171 3.197 0.4872
H 5.102 2.593 0.811 0.5097
H 2.851 2.220 -0.101 0.4975
N -2.274 -0.202 2.757 -0.4724
H -3.026 -0.085 2.085 0.1867
H -2.284 0.580 3.401 0.3746
H -2.456 -1.050 3.285 0.2410
O -0.561 -2.283 1.651 -0.0191
P -1.364 -3.390 0.989 1.2747
C -1.071 -4.899 1.917 0.2082
C -1.480 -6.125 1.392 -0.6138
C -1.296 -7.282 2.130 -0.6899
C -0.706 -7.215 3.387 -0.5471
C -0.290 -5.997 3.904 -0.7462
C -0.471 -4.833 3.171 -0.2675
C -3.123 -3.021 1.067 0.5596
C -3.808 -3.325 2.245 -0.7897
C -5.128 -2.925 2.399 -0.7740
C -5.762 -2.230 1.375 -0.6818
C -5.078 -1.921 0.206 -0.8659
C -3.754 -2.306 0.048 0.1809
C -0.864 -3.719 -0.692 0.9273
C 0.489 -3.580 -0.995 -0.9606
C 0.960 -3.998 -2.227 -0.7119
C 0.085 -4.543 -3.157 -0.6281
C -1.265 -4.664 -2.863 -0.8659
C -1.744 -4.265 -1.623 -0.0997
H -1.937 -6.171 0.411 0.3945
H -1.608 -8.235 1.725 0.4345
H -0.572 -8.120 3.966 0.3933
H 0.177 -5.952 4.879 0.4505
H -0.152 -3.873 3.561 0.3824
H -3.311 -3.881 3.032 0.5221
H -5.661 -3.158 3.311 0.4493
H -6.797 -1.934 1.489 0.4150
H -5.579 -1.377 -0.584 0.4972
H -3.205 -2.045 -0.851 0.1826
H 1.159 -3.145 -0.260 0.4653
H 2.012 -3.903 -2.463 0.4752
H 0.455 -4.875 -4.119 0.4636
H -1.947 -5.075 -3.596 0.4500
H -2.796 -4.374 -1.388 0.4664
```

The calculation puts the strongest force on any atom at 0.94 eV/Å. As for the net charge: +1. The HOMO energy comes out at -9.5 eV. The energy comes out at -5805.89251 Ha. The energy above the lowest of the compared OMol25 structures with the same formula, charge and spin comes out at 0.2145 eV.